{
  "formula": "C36H85N9O7P2S2Si2",
  "method": "ωB97M-V/def2-TZVPD",
  "orbital_gap_ev": 7.7,
  "e_tot_ha": -4500.313018,
  "e_homo_ev": -8.054,
  "species": ["C", "C", "C", "C", "C", "C", "C", "C", "N", "C", "C", "C", "C", "C", "C", "C", "C", "C", "S", "S", "C", "C", "C", "Si", "O", "Si", "O", "N", "O", "N", "C", "C", "O", "C", "C", "O", "H", "H", "H", "H", "H", "H", "H", "H", "H", "H", "H", "H", "H", "H", "H", "H", "H", "H", "H", "H", "H", "H", "H", "H", "H", "H", "H", "H", "H", "H", "H", "H", "H", "H", "H", "H", "H", "H", "H", "H", "H", "H", "H", "H", "H", "H", "H", "H", "H", "O", "P", "N", "C", "C", "N", "C", "C", "N", "C", "C", "H", "H", "H", "H", "H", "H", "H", "H", "H", "H", "H", "H", "H", "H", "H", "H", "H", "H", "O", "P", "N", "C", "C", "N", "C", "C", "N", "C", "C", "H", "H", "H", "H", "H", "H", "H", "H", "H", "H", "H", "H", "H", "H", "H", "H", "H", "H"],
  "positions_angstrom": [[-3.911, 4.781, 0.608], [-3.045, 5.995, 0.247], [-2.670, 6.821, 1.496], [-1.155, 6.936, 1.734], [-0.447, 5.557, 1.738], [0.533, 5.352, 0.567], [1.818, 4.613, 0.949], [1.804, 3.086, 0.827], [0.966, 2.432, 1.857], [1.618, 1.250, 2.474], [2.011, 1.488, 3.939], [3.508, 1.748, 4.156], [3.956, 1.413, 5.588], [3.023, 1.962, 6.670], [2.868, 3.487, 6.638], [2.461, 4.071, 7.990], [1.017, 3.710, 8.402], [-0.375, 2.227, 1.592], [-1.434, 1.883, 2.795], [-1.006, 2.327, -0.067], [-0.145, 0.921, -0.811], [-0.705, -0.460, -0.385], [0.412, -1.470, 0.006], [0.286, -2.069, 1.788], [-0.013, -3.715, 1.888], [-1.518, -4.162, 2.371], [-1.596, -5.768, 2.748], [-0.721, -6.216, 3.831], [-1.338, -6.596, 4.725], [-2.630, -3.757, 1.062], [-2.465, -4.746, -0.018], [-1.743, -4.234, -1.233], [-2.844, -5.873, 0.081], [-4.016, -3.594, 1.406], [-4.318, -2.596, 2.499], [-4.892, -4.159, 0.806], [-4.134, 4.172, -0.268], [-4.831, 5.113, 1.093], [-3.392, 4.143, 1.327], [-2.143, 5.584, -0.216], [-3.551, 6.596, -0.509], [-3.077, 7.826, 1.377], [-3.096, 6.344, 2.381], [-1.045, 7.336, 2.744], [-0.691, 7.613, 1.016], [-1.236, 4.804, 1.738], [0.109, 5.440, 2.669], [0.051, 4.898, -0.298], [0.841, 6.356, 0.258], [2.617, 4.950, 0.280], [2.123, 4.854, 1.970], [1.604, 2.756, -0.191], [2.826, 2.774, 1.047], [2.469, 0.929, 1.870], [0.889, 0.440, 2.472], [1.470, 2.381, 4.253], [1.640, 0.691, 4.587], [3.682, 2.823, 4.033], [4.122, 1.227, 3.417], [4.952, 1.818, 5.780], [3.976, 0.322, 5.670], [3.479, 1.718, 7.637], [2.056, 1.456, 6.680], [3.832, 3.921, 6.355], [2.116, 3.787, 5.903], [3.183, 3.828, 8.771], [2.497, 5.159, 7.884], [0.975, 3.164, 9.342], [0.378, 4.590, 8.440], [0.586, 3.054, 7.641], [-0.336, 1.043, -1.879], [0.936, 0.976, -0.690], [-1.425, -0.316, 0.421], [-1.254, -0.867, -1.234], [1.400, -1.021, -0.121], [0.355, -2.313, -0.682], [1.519, -1.676, 2.500], [-0.847, -1.363, 2.431], [-1.873, -3.403, 3.570], [-1.863, -4.969, -2.024], [-0.682, -4.155, -0.990], [-2.109, -3.255, -1.539], [-5.389, -2.422, 2.517], [-3.788, -1.664, 2.298], [-4.023, -2.965, 3.479], [-5.189, -2.243, -6.143], [-5.382, -3.667, -5.792], [-3.832, -4.328, -5.636], [-3.340, -5.550, -6.236], [-2.869, -3.558, -4.871], [-6.226, -4.285, -7.134], [-6.006, -5.587, -7.728], [-6.682, -3.318, -8.126], [-6.191, -4.672, -4.685], [-7.621, -4.332, -4.523], [-5.589, -4.737, -3.335], [-4.000, -6.399, -6.051], [-2.380, -5.815, -5.794], [-3.187, -5.452, -7.315], [-2.852, -3.864, -3.818], [-3.103, -2.493, -4.904], [-1.859, -3.667, -5.272], [-5.132, -5.606, -8.389], [-6.877, -5.869, -8.327], [-5.899, -6.358, -6.968], [-5.890, -3.022, -8.824], [-7.061, -2.419, -7.649], [-7.502, -3.758, -8.699], [-7.765, -3.342, -4.079], [-8.094, -5.072, -3.879], [-8.125, -4.358, -5.486], [-5.440, -3.751, -2.883], [-4.633, -5.256, -3.370], [-6.240, -5.312, -2.679], [4.300, 0.677, 0.366], [5.372, 0.525, -0.650], [4.908, 1.482, -1.961], [4.874, 1.082, -3.354], [4.424, 2.824, -1.672], [5.334, -1.140, -1.007], [5.495, -1.716, -2.326], [4.471, -1.956, -0.162], [7.056, 0.633, -0.838], [7.812, -0.081, 0.216], [7.593, 2.008, -0.923], [5.813, 0.631, -3.681], [4.728, 1.960, -3.983], [4.057, 0.388, -3.568], [5.223, 3.575, -1.726], [3.993, 2.870, -0.673], [3.640, 3.114, -2.373], [4.578, -1.659, -2.924], [5.764, -2.771, -2.233], [6.310, -1.242, -2.870], [3.422, -1.878, -0.472], [4.537, -1.643, 0.876], [4.776, -3.003, -0.202], [7.665, 0.363, 1.205], [8.874, -0.052, -0.023], [7.508, -1.125, 0.254], [7.283, 2.642, -0.087], [7.285, 2.478, -1.855], [8.681, 1.965, -0.931]],
  "atomic_forces_ev_per_a": [[0.08, 0.28, 0.10], [0.07, -0.68, 0.26], [0.42, 0.05, -0.68], [-0.31, -0.55, 0.51], [-0.20, 0.20, -0.37], [0.21, 0.62, 0.52], [-0.19, -0.53, -0.59], [0.58, 0.46, 0.77], [-0.03, -0.87, -1.87], [-0.33, -0.10, 1.07], [0.31, 0.38, -0.18], [-0.13, 0.50, 0.56], [-0.61, -0.24, -0.31], [0.39, 0.20, 0.41], [0.10, -0.32, 0.35], [-0.50, 0.68, -0.17], [0.28, -0.42, -0.40], [-0.07, 0.27, 0.73], [0.01, -0.14, -0.02], [-0.05, 0.23, -0.15], [-0.26, -0.40, -0.39], [0.48, 0.16, -0.02], [-0.44, 0.05, 0.14], [0.28, 0.30, -0.44], [-0.24, 0.17, 0.11], [0.26, 0.55, 0.05], [-0.06, 0.05, -0.09], [0.12, 0.05, 0.06], [-0.04, -0.14, -0.04], [-0.28, -1.14, 0.52], [0.04, 0.10, -0.49], [-0.04, -0.12, 0.13], [0.02, 0.06, 0.16], [-0.23, 0.14, 0.01], [0.09, 0.04, -0.09], [0.10, 0.16, -0.18], [-0.16, 0.02, 0.01], [-0.13, -0.12, -0.14], [0.03, -0.02, -0.03], [0.06, 0.25, -0.12], [0.03, 0.09, 0.03], [-0.15, -0.01, 0.34], [-0.20, 0.14, 0.00], [0.17, 0.41, -0.17], [0.01, 0.05, 0.03], [0.20, -0.21, 0.09], [-0.04, -0.06, 0.04], [0.04, -0.07, 0.00], [0.00, -0.03, -0.10], [0.05, 0.01, 0.06], [-0.04, 0.15, -0.01], [-0.23, 0.08, 0.00], [-0.07, -0.17, 0.00], [0.00, 0.19, -0.07], [-0.05, 0.08, -0.11], [-0.16, -0.12, 0.10], [0.14, -0.24, -0.19], [0.07, -0.05, -0.35], [0.00, -0.07, 0.03], [0.11, -0.18, -0.10], [0.24, 0.01, 0.16], [-0.02, -0.08, 0.00], [-0.05, 0.05, -0.17], [-0.06, 0.05, -0.14], [0.13, 0.05, -0.13], [0.02, -0.20, -0.06], [0.16, 0.01, 0.09], [-0.09, 0.14, 0.10], [0.00, 0.01, 0.22], [-0.10, -0.02, 0.07], [0.09, 0.18, 0.00], [-0.02, 0.06, 0.21], [0.01, -0.03, 0.02], [-0.15, 0.01, 0.07], [0.00, 0.00, -0.03], [0.24, -0.11, 0.09], [0.06, -0.43, 0.12], [-0.03, -0.06, 0.06], [-0.04, -0.01, 0.03], [0.02, 0.05, -0.07], [-0.01, 0.07, 0.01], [0.00, 0.02, 0.04], [-0.03, -0.01, -0.11], [0.03, 0.01, 0.13], [0.09, -0.01, -0.02], [-0.89, 0.64, 2.03], [1.00, -2.69, -3.10], [-0.02, 0.39, 0.03], [-0.10, -0.28, 0.17], [0.09, 0.26, 0.09], [0.17, 0.32, -0.21], [-0.28, -0.27, 0.22], [0.12, 0.13, -0.08], [-0.33, 1.85, 1.24], [-0.15, -0.17, -0.25], [0.26, -0.25, -0.07], [-0.02, 0.03, -0.03], [0.00, 0.09, 0.06], [0.00, -0.02, 0.01], [0.10, -0.01, -0.02], [-0.11, -0.04, -0.05], [-0.04, -0.08, -0.09], [-0.03, -0.04, -0.01], [-0.01, 0.07, -0.01], [0.08, 0.06, 0.05], [-0.03, 0.01, -0.03], [0.10, 0.02, 0.03], [0.04, -0.09, 0.01], [0.00, -0.03, 0.07], [0.06, -0.02, 0.03], [0.09, 0.03, -0.05], [-0.06, 0.00, 0.05], [0.03, 0.06, -0.08], [-0.06, 0.03, -0.03], [1.48, 1.08, 1.36], [-1.22, -2.29, -3.51], [-0.14, 0.14, 0.36], [0.32, 0.00, -0.17], [-0.10, 0.11, 0.15], [-0.33, 0.12, 0.28], [0.42, -0.10, -0.05], [-0.32, 0.13, 0.05], [0.02, 1.09, 2.02], [0.02, -0.32, -0.11], [-0.06, 0.08, -0.36], [-0.03, -0.02, 0.03], [-0.01, 0.06, 0.09], [0.02, 0.01, -0.01], [-0.04, 0.01, -0.09], [0.09, -0.06, -0.04], [-0.01, -0.06, -0.02], [0.03, -0.04, -0.02], [-0.03, 0.00, 0.07], [-0.05, 0.09, 0.03], [-0.02, -0.18, 0.07], [-0.05, 0.07, -0.01], [0.07, 0.04, -0.20], [0.06, 0.05, -0.01], [-0.01, 0.06, -0.04], [-0.10, 0.02, -0.03], [0.07, 0.00, 0.04], [-0.12, -0.03, 0.03], [0.00, -0.07, 0.04]],
  "mulliken_charge": [-1.18, 0.11, -0.88, -0.95, 0.27, -0.87, -1.34, -0.89, 0.90, 1.50, -1.14, 0.18, -1.22, -0.35, -0.49, -0.69, -1.06, 0.26, -0.21, -0.10, -0.23, -0.57, 0.24, 0.96, -0.45, 0.10, -0.28, 0.25, -0.25, 0.73, 0.39, -1.06, -0.50, 0.69, -1.22, -0.55, 0.31, 0.40, 0.19, -0.10, 0.48, 0.38, 0.35, 0.29, 0.38, -0.43, 0.43, 0.19, 0.71, 0.36, 0.38, 0.52, 0.08, 0.04, -1.34, 0.08, 0.64, 0.25, 0.13, 0.42, 0.30, 0.48, 0.23, 0.39, 0.09, 0.42, 0.34, 0.26, 0.33, 0.27, 0.67, -0.55, 0.21, 0.23, -0.34, 0.42, -0.35, -0.16, -0.15, 0.46, 0.30, 0.13, 0.37, 0.25, 0.31, -0.89, 0.50, 0.32, -1.00, -1.44, 0.27, -1.01, -1.07, 0.16, -1.05, -1.13, 0.32, 0.43, 0.25, 0.43, 0.37, 0.52, 0.29, 0.33, 0.28, 0.32, 0.32, 0.34, 0.35, 0.40, 0.32, 0.36, 0.21, 0.48, -0.57, -0.19, 0.59, -1.03, -0.90, 0.34, -0.96, -1.16, 0.00, -1.01, -0.96, 0.32, 0.46, 0.21, 0.27, 0.02, 0.51, 0.27, 0.32, 0.29, 0.35, 0.24, 0.44, 0.33, 0.41, 0.30, 0.32, 0.25, 0.41]
}